A molecular structure, C31H44BrN3OP2Pd in a non-equilibrium geometry. Source: OMol25; level of theory: ωB97M-V with the def2-TZVPD basis set.

Structure (XYZ):
```
83
Properties=species:S:1:pos:R:3:forces:R:3
C -7.041858 2.599504 -3.311408 0.4987 0.2698 0.0736
C -6.113945 3.685168 -3.351499 -1.7361 1.1178 -0.4150
C -6.542785 4.855589 -4.038105 0.3033 -0.6061 0.1641
C -7.750166 4.843855 -4.732920 0.5905 -0.3681 0.7995
N -8.549047 3.789514 -4.704291 -0.9654 -0.1517 -0.8118
C -8.238867 2.689125 -4.036916 1.1083 0.5798 0.5582
C -4.794091 3.583203 -2.798018 3.3989 -2.6674 0.2063
C -3.661982 3.031970 -2.590451 -5.2610 -1.8069 -1.4516
C -2.882689 1.708187 -2.746988 -0.9386 0.0366 -0.9376
C -2.631246 0.753856 -1.764496 0.9315 0.3500 0.8241
C -1.653682 -0.249622 -1.906247 0.2067 -0.1367 -0.6137
C -1.009072 -0.461450 -3.152092 -2.0969 3.1482 0.2484
C -1.508769 0.325141 -4.248651 -0.1719 -0.0451 0.3591
C -2.494588 1.322779 -4.041630 0.8014 0.0955 -0.3580
Pd -2.191384 3.937962 -1.727493 1.3675 0.6725 1.4693
P -0.624578 1.985888 1.803312 0.5399 1.2901 3.9131
H -5.956244 5.764129 -4.033415 0.2265 -0.1232 -0.0454
H -6.864999 1.701860 -2.726036 0.2867 0.1323 -0.1452
H -8.056949 5.719706 -5.300003 -0.1128 -0.1984 0.0957
H -8.936474 1.849391 -4.046960 0.1136 0.3357 -0.0253
H -2.978248 1.878298 -4.859195 0.8285 -0.2769 0.0824
H -3.091220 0.879082 -0.800467 -0.0229 0.0482 0.4090
H -1.065975 0.243931 -5.256645 -0.3967 -0.2412 0.6393
H -1.304524 -0.764911 -0.999834 -0.3371 0.0525 -0.5808
C 1.106708 1.981704 2.520859 0.5067 -0.9890 -1.3438
C 1.561190 3.061030 3.491164 -0.1292 0.6122 0.3257
H 1.782898 1.943757 1.653096 0.0714 -0.0767 0.3217
H 1.177331 0.999315 3.011368 -0.0800 0.1244 -0.3286
H 2.542993 2.784715 3.898026 -0.2289 -0.1267 -0.2166
H 1.697592 4.041916 3.023468 -0.1291 -0.1629 0.0226
H 0.889213 3.163815 4.349606 0.1192 0.0538 -0.2319
C -1.180797 3.748868 2.001668 -0.2539 0.1966 -1.6923
C -2.658528 3.980103 2.318530 -0.3399 0.1606 -0.0715
H -0.975533 4.256722 1.037254 -0.0138 -0.2388 0.6339
H -0.505713 4.194796 2.736288 0.0250 -0.1996 -0.0109
H -2.947479 4.931664 1.850813 -0.0722 -0.3024 0.1760
H -3.299640 3.191555 1.893292 0.1046 0.3239 0.2313
H -2.857187 4.086337 3.393839 0.0357 -0.2427 -0.4021
C -1.518291 1.188204 3.219296 -0.8569 -1.1733 -1.0842
C -1.460187 1.842939 4.598771 0.2408 0.5581 0.4981
H -1.148631 0.155689 3.276403 -0.0739 0.2364 -0.0637
H -2.563175 1.121166 2.883535 0.1323 -0.0795 0.1800
H -2.284242 1.473862 5.227327 0.1394 -0.0536 -0.4284
H -0.544416 1.607618 5.150132 -0.0569 0.0259 -0.2952
H -1.569586 2.930460 4.564307 0.0766 -0.2034 0.0400
Br 0.675231 -1.183472 -3.216219 0.7255 -0.9140 -0.2458
P 0.067180 3.631115 -1.856465 2.0472 -0.8272 -0.0932
C 0.773995 4.854301 -0.692922 -0.1487 0.4437 -0.0857
C 2.177310 5.397724 -0.887314 0.3495 0.4961 -0.1526
H 0.755557 4.338299 0.282300 -0.1365 0.1390 -0.3795
H 0.042764 5.676332 -0.655354 0.1840 -0.0703 0.2892
H 2.424201 6.061300 -0.057013 -0.0460 -0.0405 0.0519
H 2.932524 4.611492 -0.895240 -0.0884 0.0766 -0.0343
H 2.272589 6.011875 -1.789791 0.0080 -0.3000 0.0923
C 1.584207 2.420138 -1.942472 -1.3030 -0.5316 0.4840
C 2.685767 2.777929 -2.955834 0.0246 0.2823 0.0472
H 1.185887 1.391260 -2.114893 0.3564 0.7284 0.1160
H 1.996418 2.451751 -0.911309 -0.2518 -0.1123 -0.5152
H 3.517776 2.066761 -2.833053 -0.3577 0.1120 -0.0338
H 2.357893 2.713525 -4.009037 0.1337 0.0966 0.5498
H 3.107877 3.775610 -2.739181 -0.2841 -0.4591 -0.4150
C -0.149451 4.196352 -3.584321 0.2051 -0.0219 0.1460
C 0.252669 5.650205 -3.748917 0.0526 0.5130 -0.5753
H -1.211549 4.103731 -3.882067 0.3300 -0.2251 0.1390
H 0.418272 3.477293 -4.194555 -0.2680 0.4124 -0.0516
H -0.361212 6.063323 -4.549000 0.2519 0.2294 -0.0597
H 0.049296 6.254348 -2.855306 0.0743 -0.1433 -0.2194
H 1.305567 5.759442 -4.024600 -0.1735 0.0364 0.1229
N -0.302984 -6.757490 0.839964 -0.4403 0.6700 0.3735
C -1.216719 -5.854785 1.339065 0.4952 -0.6118 -0.3218
O -2.271722 -6.179574 1.839125 0.3041 0.2143 -0.1378
C -0.840844 -4.404194 1.176296 0.1018 1.2798 -0.1496
C 0.269281 -3.936930 0.442270 -0.2673 0.6173 0.1472
C 0.512395 -2.547563 0.365766 -0.0989 -0.3990 0.1679
N -0.270935 -1.612677 0.937347 -0.2206 -0.6972 0.2279
C -1.346560 -2.066547 1.619288 0.1379 -0.6094 -0.3026
C -1.672335 -3.428922 1.766832 0.4217 0.5895 -0.1166
H -0.507816 -7.713502 1.063854 0.0736 -0.2849 -0.0466
H 0.660270 -6.508274 0.662512 -0.3365 -0.0974 0.1062
H 0.954160 -4.588634 -0.114706 -0.4008 0.2052 0.3780
H 1.397098 -2.195223 -0.187274 -0.5533 -0.0935 0.2950
H -2.004997 -1.297643 2.049542 0.2835 -0.4836 -0.1882
H -2.563695 -3.691847 2.345534 0.4349 -0.1705 -0.3278
```
Positions in Å, forces in eV/Å.

Results
Multiplicity ... 3
DFT total energy ... -4831.003861 Ha
HOMO-LUMO gap (alpha / beta) ... 7.73 / 4.08 eV
Relative energy (zero: lowest compared OMol25 entry of this formula, charge and spin) ... 124.2 kJ/mol
Largest force on an atom ... 5.7 eV Å⁻¹
Total charge ... +2

Which charges does Löwdin predict for the atoms? In e, they are:
1. C 0.01
2. C -0.21
3. C 0.00
4. C -0.12
5. N 0.07
6. C -0.11
7. C 0.08
8. C -0.23
9. C -0.28
10. C -0.06
11. C -0.11
12. C -0.70
13. C -0.08
14. C -0.04
15. Pd 0.60
16. P 1.20
17. H 0.11
18. H 0.11
19. H 0.12
20. H 0.12
21. H 0.14
22. H 0.10
23. H 0.12
24. H 0.07
25. C -0.36
26. C -0.12
27. H 0.07
28. H 0.09
29. H 0.10
30. H 0.08
31. H 0.07
32. C -0.38
33. C -0.12
34. H 0.02
35. H 0.08
36. H 0.09
37. H 0.08
38. H 0.08
39. C -0.38
40. C -0.10
41. H 0.06
42. H 0.08
43. H 0.10
44. H 0.09
45. H 0.06
46. Br 0.85
47. P 0.93
48. C -0.43
49. C -0.12
50. H 0.04
51. H 0.08
52. H 0.09
53. H 0.06
54. H 0.08
55. C -0.33
56. C -0.12
57. H 0.03
58. H 0.07
59. H 0.09
60. H 0.08
61. H 0.06
62. C -0.39
63. C -0.13
64. H 0.06
65. H 0.08
66. H 0.09
67. H 0.07
68. H 0.09
69. N 0.17
70. C -0.48
71. O 0.09
72. C -0.10
73. C 0.01
74. C -0.15
75. N 0.02
76. C -0.14
77. C 0.02
78. H 0.12
79. H 0.09
80. H 0.12
81. H 0.10
82. H 0.08
83. H 0.13